[1]
The following is a DFT calculation (the ωB97M-V functional and the def2-TZVPD basis) of a cluster of 2 separate species, C28H24BrNO2S in total at a distorted geometry.

Each line ends with the Mulliken charge.
Geometry (Å):
Br -1.7695 2.5639 -0.0519  -0.13
C -2.4000 0.8897 -0.5721  -0.64
S -3.7204 0.1350 0.3681  1.17
C -5.0556 1.3378 0.2334  0.09
C -5.1797 2.3262 1.1812  -0.28
C -6.2230 3.2269 1.0992  -0.58
C -7.1365 3.1378 0.0697  -0.36
C -7.0057 2.1431 -0.8767  -0.57
C -5.9613 1.2435 -0.7977  -0.34
O -4.1563 -1.0739 -0.4249  -0.69
O -3.2960 0.1232 1.8199  -0.61
H -1.7350 0.2616 -1.1189  0.55
H -4.4665 2.3650 1.9905  0.42
H -6.3305 3.9927 1.8470  0.38
H -7.9613 3.8306 0.0162  0.38
H -7.7258 2.0609 -1.6716  0.38
H -5.8525 0.4458 -1.5166  0.43
C 4.8868 3.9393 -0.8512  -0.99
N 4.9689 2.4996 -1.1304  0.29
C 6.2640 1.9741 -1.5870  -0.99
C 3.8934 1.6285 -0.7888  -0.42
C 2.8742 1.3372 -1.7183  -0.59
C 1.8521 0.4899 -1.3995  -0.51
C 1.7837 -0.1248 -0.1347  0.87
C 0.8548 -1.1965 0.1647  0.06
C 0.6254 -1.6986 1.5002  -0.06
C 0.3257 -3.0769 1.4304  0.39
C 0.2125 -3.8430 2.5868  -0.40
C 0.3463 -3.2134 3.8050  -0.67
C 0.5591 -1.8337 3.8860  -0.79
C 0.6983 -1.0688 2.7525  -0.18
C 0.2328 -3.4350 0.0361  -0.07
C 0.4816 -2.2727 -0.7341  0.83
C 0.4356 -2.3633 -2.1344  -0.19
C 0.1792 -3.5827 -2.7164  -1.05
C -0.0123 -4.7305 -1.9428  -0.64
C 0.0063 -4.6678 -0.5679  -0.56
C 2.7930 0.1926 0.7996  -0.83
C 3.8151 1.0402 0.4884  -0.50
H 3.8998 4.1654 -0.4480  0.29
H 5.6371 4.2394 -0.1200  0.32
H 5.0287 4.5161 -1.7643  0.32
H 6.1967 0.8904 -1.6806  0.29
H 6.5230 2.3889 -2.5607  0.31
H 7.0569 2.2129 -0.8785  0.33
H 2.9291 1.7891 -2.6936  0.48
H 1.0739 0.2973 -2.1135  0.46
H 0.0638 -4.9074 2.5112  0.47
H 0.2938 -3.7969 4.7098  0.42
H 0.6113 -1.3631 4.8546  0.43
H 0.8030 0.0017 2.8101  0.71
H 0.5646 -1.4869 -2.7423  0.22
H 0.1223 -3.6580 -3.7904  0.43
H -0.1721 -5.6807 -2.4265  0.41
H -0.1145 -5.5476 0.0421  0.45
H 2.7886 -0.3121 1.7490  0.58
H 4.5932 1.2482 1.2029  0.46

Force components x, y, z for each atom (eV/Å):
0.04 -0.16 0.05
-1.06 -0.47 0.96
1.35 -0.64 0.02
0.47 -0.55 0.24
0.34 0.10 0.55
0.04 0.15 0.13
-0.16 0.12 0.05
-0.04 -0.10 -0.20
-0.05 -0.44 -0.47
1.10 2.37 2.23
-1.41 -0.49 -3.09
0.16 -0.41 -0.38
0.03 0.03 0.09
0.02 0.17 0.17
-0.09 0.11 -0.02
-0.13 -0.04 -0.20
-0.01 -0.06 -0.09
-0.21 -1.06 -0.11
0.10 0.10 -0.22
-1.06 0.12 0.38
0.08 0.08 0.15
0.91 0.50 0.37
-0.43 -0.42 0.44
-0.12 -0.07 -0.10
0.20 0.32 0.15
-0.08 -0.16 0.78
0.08 0.26 1.15
0.10 0.25 -1.04
0.14 0.42 0.37
-0.10 -0.39 0.34
-0.14 -0.02 -0.84
-0.06 -0.35 -1.08
-0.24 -0.49 -0.72
0.04 0.35 0.77
-0.14 -0.53 -0.07
0.02 0.16 -0.56
0.22 0.76 0.73
-0.73 -0.50 0.04
0.42 0.66 -0.93
0.05 0.04 -0.02
0.14 0.11 0.13
0.05 0.15 -0.10
0.02 0.04 -0.01
0.10 0.06 -0.13
0.19 0.03 0.10
-0.01 0.13 -0.18
-0.15 0.04 -0.18
-0.13 -0.17 0.10
-0.08 -0.03 0.16
-0.01 0.04 0.12
0.11 0.17 0.08
0.09 0.03 -0.21
0.01 -0.01 -0.14
-0.06 -0.09 -0.12
-0.11 -0.19 0.03
0.05 -0.03 0.17
0.15 0.05 0.14

Its molar mass is 518.48 g mol⁻¹. The calculation puts the largest force on an atom at 3.44 eV/Å. Its LUMO energy is -2.928 eV. The HOMO energy comes out at -0.225 Ha. The frontier orbital gap comes out at 3.20 eV. The electronic energy is -115883.0768 eV.

---

[2]
The following is a DFT calculation (the ωB97M-V functional and the def2-TZVPD basis) of a structure of composition C28H24Cl2MnN7O5SbSe4 at a distorted geometry.

Each line ends with the Löwdin spin population.
Geometry (Å):
Mn -0.7395 0.6660 -0.7936  3.75
Cl -1.4874 1.1091 -5.3036  0.00
C -0.6144 -0.1973 -4.5574  0.00
C 0.3613 -0.8737 -5.3091  0.00
C 0.9638 -1.9933 -4.8381  0.00
Cl 2.1955 -2.7688 -5.8283  0.00
C 0.5731 -2.5902 -3.6117  0.00
C 1.0634 -3.8088 -3.0994  0.00
C 0.5656 -4.2938 -1.9357  0.00
C -0.3853 -3.5349 -1.2228  0.00
N -0.8111 -2.3766 -1.6423  0.00
C -0.4098 -1.9076 -2.8284  0.00
C -0.9916 -0.6026 -3.2616  0.01
O -1.8451 0.0258 -2.5232  0.04
H 0.6153 -0.4903 -6.2902  0.00
H 1.8253 -4.3423 -3.6529  0.00
H 0.9000 -5.2448 -1.5341  0.00
H -0.8145 -3.8684 -0.2820  0.00
O 5.6933 -3.5420 2.0098  0.00
C 4.4339 -3.2975 2.4755  0.00
O 4.1431 -3.6984 3.5734  0.00
C 3.5256 -2.5437 1.5811  -0.01
C 3.9882 -1.7555 0.5310  0.00
C 3.1330 -0.9622 -0.2173  -0.01
C 1.7579 -0.9588 0.0759  0.00
C 1.2823 -1.7963 1.1047  -0.01
C 2.1513 -2.5605 1.8525  0.00
N 0.9085 -0.0927 -0.5057  -0.07
C 1.0473 0.5275 -1.7330  -0.11
C 0.3755 1.7451 -2.1854  0.00
C 0.8929 2.3237 -3.4011  -0.01
C 0.3842 3.4997 -3.8288  -0.01
C -0.6910 4.1230 -3.1013  -0.04
C -1.1776 3.5196 -1.9810  0.02
N -0.6455 2.3797 -1.4813  -0.02
H 5.7726 -3.2146 1.1087  0.00
H 5.0482 -1.6885 0.3019  0.00
H 3.5247 -0.3080 -0.9795  0.00
H 0.2283 -1.7893 1.3057  0.01
H 1.7726 -3.1850 2.6536  0.00
H 1.7947 0.1466 -2.4250  0.00
H 1.6809 1.8020 -3.9201  0.00
H 0.7798 3.9622 -4.7258  0.00
H -1.1412 5.0509 -3.4278  0.00
H -2.0141 3.9198 -1.4274  0.00
N -0.7065 -0.3325 3.8877  0.00
C 0.7186 0.0236 4.0471  0.00
C 1.0850 0.8237 2.7893  0.00
O 2.2682 1.1755 2.6478  0.00
O 0.0779 1.0010 2.0609  0.02
H -1.3785 0.0567 4.5349  0.00
H -0.9342 -1.3220 3.8263  0.00
H -0.9308 0.1064 2.9460  0.00
H 1.3573 -0.8527 4.1088  0.00
H 0.8986 0.6415 4.9241  0.00
Se -2.3744 -3.0609 3.2999  0.54
Sb -3.3216 -1.1584 2.0342  0.09
Se -1.9302 -0.2196 0.3926  0.19
Se -5.5416 -1.8127 1.2984  0.04
Se -3.7612 -0.2419 4.3150  0.52
N -4.7939 2.9870 3.3907  0.02
C -3.6092 3.2637 2.7303  0.01
C -3.2454 2.5700 1.5623  0.01
N -2.1127 2.7951 0.9403  0.01
C -1.3283 3.7623 1.4175  0.00
C -1.7341 4.5171 2.4978  0.00
N -2.8651 4.2669 3.1681  0.00
H -5.2063 2.0828 3.2345  0.01
H -4.8343 3.2909 4.3477  0.00
H -3.8929 1.8254 1.1216  0.00
H -0.3843 3.9397 0.9183  0.00
H -1.1344 5.3572 2.8391  0.00

Force components x, y, z for each atom (eV/Å):
1.95 2.19 -4.52
0.00 0.05 -0.07
-0.18 -0.52 0.32
-0.32 0.47 -0.10
0.24 -0.46 0.04
-0.02 -0.01 0.03
-0.43 0.53 0.25
0.20 0.23 -0.54
-0.22 -0.37 0.72
0.08 -0.05 -0.04
-0.49 -0.01 -0.16
0.56 0.65 -0.69
-0.87 -0.57 -0.12
1.11 -0.58 -0.93
0.04 -0.01 0.05
-0.02 -0.03 0.00
0.01 0.08 -0.03
0.19 -0.14 0.04
0.13 -0.05 0.08
-0.17 0.05 0.03
0.02 -0.06 -0.11
0.09 -0.15 0.19
-0.09 0.27 -0.30
0.03 -0.47 0.29
0.41 -0.02 0.12
0.41 -0.18 0.04
-0.14 0.16 -0.26
1.19 1.16 -1.40
1.87 0.76 0.43
2.36 1.26 -0.35
-0.69 -0.31 0.54
-0.61 0.55 0.29
0.39 -0.22 -0.42
0.32 -0.54 -0.15
1.66 1.70 -1.46
-0.08 0.01 -0.07
0.01 0.03 0.04
0.04 0.10 -0.05
-0.35 -0.06 0.07
0.06 0.05 0.01
-0.40 -0.27 -0.37
0.08 -0.03 -0.10
-0.05 0.06 0.05
0.10 -0.01 -0.10
-0.01 0.01 0.13
0.65 0.19 0.25
0.13 -0.15 0.24
0.68 0.40 -0.28
-0.62 -0.13 0.13
0.56 0.90 -0.36
-0.16 0.23 0.46
0.14 -0.63 0.11
0.46 0.27 -0.06
-0.11 -0.16 0.03
-0.19 -0.03 0.07
0.25 -0.20 0.22
-2.42 -1.12 0.45
-7.64 -5.77 6.93
0.19 0.22 -0.24
-0.01 0.12 0.34
0.08 0.29 -0.32
-0.35 0.08 0.01
0.02 0.00 -0.03
-0.25 0.53 0.13
-0.08 0.20 0.14
0.04 -0.08 0.04
0.16 0.14 0.20
0.14 -0.21 -0.01
0.12 0.04 0.05
-0.18 -0.19 0.07
0.03 -0.05 -0.02
-0.04 -0.10 0.07

Its spin multiplicity is 6. Its molar mass is 1101.99 g mol⁻¹. The calculation puts the largest force on an atom at 11.82 eV/Å. Its LUMO energy (alpha / beta) is 3.693 / 2.882 eV. The HOMO energy (alpha / beta) comes out at -0.074 / -0.075 Ha. The frontier orbital gap (alpha / beta) comes out at 5.70 / 4.92 eV. The electronic energy is -374381.9301 eV. Its net charge is -2.

---

[3]
The following is a DFT calculation (the ωB97M-V functional and the def2-TZVPD basis) of a structure of composition C28H24Cl3CuF10N5O5S3.

Each line ends with the Löwdin spin population.
Geometry (Å):
Cu -0.3060 -0.3257 0.0356  0.69
C -0.7850 -1.3790 2.7221  0.00
N -1.5947 -0.8622 1.6054  0.08
C -2.6890 -1.8144 1.3728  0.01
C -2.1367 0.4760 1.9503  0.00
C -1.0471 1.5732 1.8363  0.01
N 0.1622 0.9542 1.3428  0.11
C 1.3904 1.3767 1.7189  0.01
C 2.4301 0.4467 1.9142  0.00
F 2.1658 -0.8669 1.7608  0.00
C 3.6886 0.8180 2.3279  0.00
F 4.5929 -0.1495 2.5533  0.00
C 4.0158 2.1414 2.5665  0.00
C 3.0136 3.0726 2.3712  0.00
F 3.2736 4.3746 2.5690  0.00
C 1.7434 2.7138 1.9623  0.01
F 0.8299 3.6816 1.7606  0.00
H -1.4365 -1.5842 3.5789  0.00
H -0.2926 -2.3038 2.4228  0.00
H -0.0281 -0.6547 2.9995  0.00
H -3.2529 -1.9630 2.3012  0.00
H -3.3583 -1.4499 0.6097  0.00
H -2.2732 -2.7720 1.0615  0.00
H -2.9579 0.6810 1.2625  0.00
H -2.5593 0.4387 2.9613  0.00
H -1.4194 2.3645 1.1773  0.00
H -0.8727 2.0316 2.8148  0.00
H 4.9999 2.4309 2.9002  0.00
F -2.3354 2.9520 -4.5064  0.00
C -1.2417 2.7137 -3.7956  0.00
F -0.3425 2.1041 -4.5606  0.00
F -0.7357 3.8816 -3.3773  0.00
S -1.6280 1.7262 -2.2935  0.00
O -0.3505 1.4906 -1.6472  0.00
O -2.6143 2.4600 -1.5676  0.00
N -2.1642 0.4205 -3.0138  0.00
S -2.5562 -0.8270 -2.1773  0.00
O -1.4644 -1.3632 -1.3483  0.02
O -3.8425 -0.7773 -1.5530  0.00
C -2.6613 -2.0838 -3.5176  0.00
F -2.9403 -3.2586 -2.9501  0.00
F -1.5098 -2.1803 -4.1711  0.00
F -3.6286 -1.7712 -4.3708  0.00
Cl 8.1935 -3.0921 1.6804  0.00
C 7.3801 -2.0505 0.5578  0.00
C 6.9894 -2.5442 -0.6755  0.00
C 6.3239 -1.7019 -1.5492  0.00
C 6.0395 -0.3780 -1.2285  0.00
C 5.2970 0.5371 -2.1747  0.00
C 4.2299 -0.1376 -3.0370  0.00
N 3.1631 -0.7253 -2.2396  0.00
C 2.9345 -2.0572 -1.9866  0.00
C 1.8181 -2.1120 -1.2160  0.00
N 1.3563 -0.8367 -1.0015  0.03
C 2.1870 -0.0294 -1.6263  0.00
O 6.2104 1.1677 -3.0596  0.00
C 6.1100 2.5931 -3.0808  0.00
C 4.7179 3.0510 -3.3871  0.00
C 4.1450 2.9997 -4.6238  0.00
Cl 4.9166 2.5164 -6.0794  0.00
S 2.4945 3.4401 -4.6226  0.00
C 2.5301 3.7084 -2.9314  0.00
C 3.7632 3.4672 -2.4099  0.00
C 6.4951 0.0847 0.0024  0.00
Cl 6.2991 1.7597 0.4397  0.00
C 7.1473 -0.7336 0.9081  0.00
H 7.2022 -3.5696 -0.9407  0.00
H 6.0301 -2.0903 -2.5148  0.00
H 4.7858 1.2881 -1.5696  0.00
H 4.6555 -0.9074 -3.6775  0.00
H 3.7968 0.6200 -3.6923  0.00
H 3.5803 -2.8269 -2.3671  0.00
H 1.3218 -2.9749 -0.8089  0.00
H 2.1065 1.0451 -1.6754  0.00
H 6.8104 2.9118 -3.8507  0.00
H 6.4341 3.0013 -2.1208  0.00
H 1.6429 4.0389 -2.4170  0.00
H 4.0006 3.5881 -1.3612  0.00
H 7.4706 -0.3476 1.8633  0.00

Force components x, y, z for each atom (eV/Å):
-0.05 -0.53 0.08
0.06 -0.02 0.08
-0.15 0.21 0.01
0.05 -0.05 0.14
-0.09 -0.06 0.05
-0.03 0.11 0.09
0.17 0.06 -0.24
0.12 0.06 -0.06
0.06 0.06 -0.01
0.01 -0.04 -0.01
-0.12 0.11 0.07
0.11 0.02 -0.03
-0.22 0.01 0.12
0.05 -0.08 0.08
0.03 0.04 0.00
0.03 -0.05 0.01
-0.01 0.02 -0.03
0.00 0.00 0.00
0.00 -0.01 0.00
-0.02 -0.05 0.02
0.00 0.00 -0.03
-0.11 0.07 -0.21
-0.01 0.01 -0.03
0.03 -0.01 -0.05
-0.01 0.01 -0.02
0.00 0.02 0.02
0.01 -0.04 -0.01
-0.04 0.01 0.02
0.09 -0.05 0.05
-0.10 0.13 0.02
-0.07 -0.01 0.04
0.03 -0.07 -0.10
0.12 -0.37 -0.11
-0.20 0.21 -0.04
-0.02 0.07 0.07
0.09 0.25 0.10
-0.04 -0.25 -0.11
-0.04 0.20 0.05
0.03 -0.06 0.06
-0.07 -0.02 0.00
0.02 0.07 -0.06
-0.02 0.00 0.02
0.07 -0.01 0.04
-0.01 0.01 -0.01
0.03 -0.03 0.03
-0.01 0.05 0.02
-0.02 0.02 0.00
-0.04 -0.07 -0.06
0.04 -0.01 -0.03
-0.06 -0.05 0.01
-0.14 0.04 0.02
0.09 0.00 0.02
-0.01 -0.04 -0.01
0.09 0.14 0.01
0.01 0.00 0.00
0.09 -0.07 0.06
0.03 0.03 -0.06
-0.08 0.03 -0.01
0.13 0.08 -0.04
-0.01 0.00 0.02
-0.04 0.03 0.02
0.03 -0.01 0.01
0.00 0.07 -0.06
0.04 0.07 -0.02
0.16 -0.09 -0.12
0.04 -0.01 -0.05
0.00 -0.01 -0.01
-0.02 -0.01 -0.03
-0.02 -0.02 0.04
0.03 -0.02 0.03
0.04 -0.07 0.07
0.00 -0.03 -0.01
-0.02 -0.01 -0.01
-0.04 0.01 -0.01
-0.02 0.02 -0.01
0.00 0.02 0.00
-0.02 0.00 0.01
0.00 0.00 0.02
-0.01 -0.01 0.00

Its spin multiplicity is 2. Its molar mass is 966.62 g mol⁻¹. The calculation puts the largest force on an atom at 0.54 eV/Å. Its LUMO energy (alpha / beta) is 0.371 / -0.871 eV. The HOMO energy (alpha / beta) comes out at -0.284 / -0.281 Ha. The frontier orbital gap (alpha / beta) comes out at 8.09 / 6.77 eV. The electronic energy is -188999.9176 eV.

---

Number 2 is which compound?
C28H24Cl2MnN7O5SbSe4

---

Look up the molar mass of the second one.
1101.99 g mol⁻¹

---

The highest electronic energy belongs to which entry?
C28H24BrNO2S

---

Number 3 is which compound?
C28H24Cl3CuF10N5O5S3